(1)
Molecular formula: C5H13NO
Method: DFT, ωB97M-V/def2-TZVPD

- Gap between HOMO and LUMO: 10.09 eV
- SMILES: C=CCCNC.O
- LUMO energy: 0.8 eV
- E_tot: -8932.2099 eV
- ΔE to the lowest compared entry with this formula, charge and spin: 173.8 kJ/mol
- Highest occupied orbital energy: -9.30 eV
- F_max: 0.98 eV/A

Each line ends with the natural charge from an NBO analysis.
Positions of all 20 atoms, in Å:
C1 -1.191 -1.556 2.872  -0.393
C2 -0.683 -1.569 1.648  -0.175
C3 0.724 -1.228 1.286  -0.447
C4 0.798 -0.160 0.179  -0.217
N1 0.413 -0.725 -1.112  -0.616
C5 0.883 0.124 -2.213  -0.403
H1 -0.583 -1.201 3.694  0.185
H2 -2.149 -1.953 3.152  0.200
H3 -1.245 -2.013 0.832  0.192
H4 1.202 -2.084 0.804  0.224
H5 1.331 -0.935 2.134  0.207
H6 1.812 0.232 0.188  0.191
H7 0.170 0.701 0.438  0.167
H8 -0.600 -0.640 -1.130  0.348
H9 0.572 1.178 -2.118  0.138
H10 1.970 0.186 -2.203  0.194
H11 0.535 -0.301 -3.153  0.206
O1 -0.964 3.851 -1.657  -0.939
H12 -0.499 3.004 -1.664  0.467
H13 -0.464 4.452 -2.215  0.471

=====

(2)
Molecular formula: C5H13NO
Method: DFT, ωB97M-V/def2-TZVPD

- Gap between HOMO and LUMO (spin up / spin down): 6.75 / 9.13 eV
- LUMO energy (spin up / spin down): 0.1 / 0.8 eV
- E_tot: -8928.1101 eV
- ΔE to the lowest compared entry with this formula, charge and spin: 569.3 kJ/mol
- Highest occupied orbital energy (spin up / spin down): -6.63 / -8.33 eV
- F_max: 2.32 eV/A

Each line ends with the natural charge from an NBO analysis.
Positions of all 20 atoms, in Å:
C1 0.078 0.363 -0.185  0.671
C2 2.413 -0.121 -0.865  -0.472
C3 -0.663 -0.201 -1.377  -0.729
C4 0.172 1.868 -0.118  -0.727
C5 -1.547 -1.486 1.622  -0.443
N1 -1.179 -0.113 1.413  -0.613
O1 0.892 -0.374 0.470  -0.547
H1 -0.923 0.363 2.275  0.338
H2 3.038 0.432 -0.177  0.190
H3 2.581 -1.181 -0.989  0.193
H4 2.191 0.401 -1.789  0.173
H5 -1.715 0.073 -1.282  0.246
H6 -0.566 -1.283 -1.405  0.231
H7 -0.289 0.227 -2.308  0.224
H8 0.844 2.168 0.684  0.230
H9 0.512 2.287 -1.065  0.224
H10 -0.827 2.252 0.090  0.248
H11 -2.511 -1.595 2.148  0.199
H12 -1.688 -2.003 0.670  0.186
H13 -0.813 -2.074 2.189  0.176

=====

(3)
Molecular formula: C5H13NO
Method: DFT, ωB97M-V/def2-TZVPD

- Gap between HOMO and LUMO: 7.92 eV
- SMILES: CC/C=C/NC.O
- LUMO energy: 1.0 eV
- E_tot: -8931.4968 eV
- ΔE to the lowest compared entry with this formula, charge and spin: 242.6 kJ/mol
- Highest occupied orbital energy: -6.93 eV
- F_max: 1.86 eV/A

Each line ends with the natural charge from an NBO analysis.
Positions of all 20 atoms, in Å:
C1 0.360 -2.477 -0.514  -0.594
C2 -0.507 -1.193 -0.531  -0.417
C3 0.167 -0.103 0.315  -0.376
C4 -0.569 0.817 0.988  0.047
N1 -0.391 1.162 2.306  -0.598
C5 0.634 0.719 3.252  -0.409
H1 0.430 -2.879 0.495  0.203
H2 -0.049 -3.230 -1.187  0.203
H3 1.353 -2.181 -0.854  0.201
H4 -1.440 -1.384 -0.024  0.200
H5 -0.619 -0.784 -1.542  0.204
H6 1.215 -0.058 0.625  0.189
H7 -1.490 1.221 0.554  0.175
H8 -1.047 1.843 2.640  0.378
H9 1.643 0.728 2.815  0.197
H10 0.485 -0.311 3.566  0.191
H11 0.449 1.436 4.048  0.207
O1 0.097 1.125 -4.715  -0.949
H12 -0.060 1.655 -5.491  0.474
H13 0.368 0.230 -4.931  0.476

=====

Which of these has the highest F_max? number 2

=====

Copy entry 2 word for word.
Molecular formula: C5H13NO
Method: DFT, ωB97M-V/def2-TZVPD

- Gap between HOMO and LUMO (spin up / spin down): 6.75 / 9.13 eV
- LUMO energy (spin up / spin down): 0.1 / 0.8 eV
- E_tot: -8928.1101 eV
- ΔE to the lowest compared entry with this formula, charge and spin: 569.3 kJ/mol
- Highest occupied orbital energy (spin up / spin down): -6.63 / -8.33 eV
- F_max: 2.32 eV/A

Each line ends with the natural charge from an NBO analysis.
Positions of all 20 atoms, in Å:
C1 0.078 0.363 -0.185  0.671
C2 2.413 -0.121 -0.865  -0.472
C3 -0.663 -0.201 -1.377  -0.729
C4 0.172 1.868 -0.118  -0.727
C5 -1.547 -1.486 1.622  -0.443
N1 -1.179 -0.113 1.413  -0.613
O1 0.892 -0.374 0.470  -0.547
H1 -0.923 0.363 2.275  0.338
H2 3.038 0.432 -0.177  0.190
H3 2.581 -1.181 -0.989  0.193
H4 2.191 0.401 -1.789  0.173
H5 -1.715 0.073 -1.282  0.246
H6 -0.566 -1.283 -1.405  0.231
H7 -0.289 0.227 -2.308  0.224
H8 0.844 2.168 0.684  0.230
H9 0.512 2.287 -1.065  0.224
H10 -0.827 2.252 0.090  0.248
H11 -2.511 -1.595 2.148  0.199
H12 -1.688 -2.003 0.670  0.186
H13 -0.813 -2.074 2.189  0.176

=====

What did the third record say?
Molecular formula: C5H13NO
Method: DFT, ωB97M-V/def2-TZVPD

- Gap between HOMO and LUMO: 7.92 eV
- SMILES: CC/C=C/NC.O
- LUMO energy: 1.0 eV
- E_tot: -8931.4968 eV
- ΔE to the lowest compared entry with this formula, charge and spin: 242.6 kJ/mol
- Highest occupied orbital energy: -6.93 eV
- F_max: 1.86 eV/A

Each line ends with the natural charge from an NBO analysis.
Positions of all 20 atoms, in Å:
C1 0.360 -2.477 -0.514  -0.594
C2 -0.507 -1.193 -0.531  -0.417
C3 0.167 -0.103 0.315  -0.376
C4 -0.569 0.817 0.988  0.047
N1 -0.391 1.162 2.306  -0.598
C5 0.634 0.719 3.252  -0.409
H1 0.430 -2.879 0.495  0.203
H2 -0.049 -3.230 -1.187  0.203
H3 1.353 -2.181 -0.854  0.201
H4 -1.440 -1.384 -0.024  0.200
H5 -0.619 -0.784 -1.542  0.204
H6 1.215 -0.058 0.625  0.189
H7 -1.490 1.221 0.554  0.175
H8 -1.047 1.843 2.640  0.378
H9 1.643 0.728 2.815  0.197
H10 0.485 -0.311 3.566  0.191
H11 0.449 1.436 4.048  0.207
O1 0.097 1.125 -4.715  -0.949
H12 -0.060 1.655 -5.491  0.474
H13 0.368 0.230 -4.931  0.476

=====

Which of these has the highest E_tot? number 2